C6H16N2 as an isolated structure, computed with wB97M-V/def2-TZVPD.

Calculated values
- E_tot: -9456.1931 eV
- Frontier orbital gap: 8.544 eV
- Highest occupied orbital energy: -7.78 eV
- Energy relative to the best compared isomer or geometry (same formula, charge and spin): 135.6 kcal per mole

The geometry in ORCA input format:
```
! wB97M-V def2-TZVPD RIJCOSX def2/J DEFGRID3
* xyz 0 1
N 1.1421 0.7587 -0.3381
H -2.6815 1.9425 -0.1882
H -2.3227 -2.2180 -0.9762
H 2.5138 0.8061 1.8122
H 3.6530 -1.4316 0.0248
H -0.8063 -1.1793 -1.1934
H -0.9455 1.3636 -0.2241
C 3.4106 -0.3675 0.1193
C 3.2237 0.0144 1.5951
H 2.9885 -0.8278 2.2403
N -3.6774 -0.2256 0.3256
C -2.4774 -0.1847 -0.3771
H -4.3915 -0.9005 0.1396
H -3.7255 0.2621 1.1935
C -1.8452 -1.2411 -0.9016
H 4.2325 0.1898 -0.3252
H 4.1755 0.4231 1.9695
H 2.1206 -0.5652 -1.6600
H -0.3886 0.2302 2.2035
H 1.2254 -0.2585 0.2233
C -1.9644 1.2461 -0.6010
C 2.1291 -0.0510 -0.6820
H -1.9317 1.3753 -1.6810
H -0.8099 0.3190 1.5972
*
```